[1]
ORCA calculation (the ωB97M-V functional and the def2-TZVPD basis) on a structure of composition C41H40BrI2InN3O4Se2Si.

Geometry (Å):
1 In -0.06648 -0.21017 0.39261
2 I -4.37837 -6.01153 3.16808
3 C -2.87748 -4.79828 2.35117
4 C -1.58588 -4.87421 2.85229
5 C -0.60794 -4.07251 2.29679
6 I 1.34867 -4.10900 3.02820
7 C -0.86743 -3.18655 1.23332
8 O 0.04325 -2.44674 0.70188
9 C -2.20185 -3.12088 0.77045
10 C -2.51391 -2.11790 -0.30517
11 N -2.34776 -0.73088 0.19314
12 C -3.11079 -0.50054 1.41875
13 C -2.27614 -0.67301 2.66198
14 C -2.85660 -0.90911 3.90178
15 C -2.04662 -0.95513 5.01750
16 C -0.67717 -0.77282 4.87344
17 C -0.17756 -0.56275 3.60571
18 N -0.96508 -0.52446 2.53220
19 C -3.18518 -3.92469 1.32004
20 H -1.34648 -5.54303 3.66613
21 H -1.84992 -2.24714 -1.16212
22 H -3.54766 -2.25990 -0.64019
23 H -2.65537 -0.06459 -0.51739
24 H -3.48043 0.52290 1.39125
25 H -3.98199 -1.16314 1.46500
26 H -3.92570 -1.04887 3.97663
27 H -2.47749 -1.13274 5.99475
28 H -0.01063 -0.80147 5.72253
29 H 0.88371 -0.43647 3.43048
30 H -4.20048 -3.85336 0.94972
31 O -1.91629 2.85121 -5.70979
32 C -1.63444 2.01106 -4.68431
33 C -1.19463 2.45152 -3.44691
34 C -0.94302 1.50634 -2.47481
35 N -1.10944 0.19414 -2.64500
36 C -1.53190 -0.18694 -3.83368
37 Br -1.77076 -2.05683 -4.08280
38 C -1.79980 0.64711 -4.89966
39 H -1.85319 3.76188 -5.39507
40 H -1.07374 3.50276 -3.22433
41 H -0.56292 1.81956 -1.51441
42 H -2.13964 0.27085 -5.85148
43 O -1.66830 6.43572 2.85010
44 C -0.81128 5.69197 1.98844
45 C -1.38792 4.30157 1.69431
46 C -1.52412 3.60266 3.04922
47 O -2.02209 2.28971 2.97985
48 C -0.39729 3.65364 0.71517
49 Se 0.80150 2.20617 1.30286
50 C -2.74822 4.46108 0.99023
51 Se -3.59965 2.81492 0.25663
52 H -1.28745 7.31155 2.96490
53 H 0.17623 5.56875 2.45290
54 H -0.67962 6.22538 1.03905
55 H -2.18439 4.22092 3.66987
56 H -0.54350 3.56035 3.53444
57 H -2.67972 2.31165 2.25776
58 H 0.29931 4.41718 0.36317
59 H -0.94953 3.29801 -0.14736
60 H -2.62195 5.13960 0.14251
61 H -3.45853 4.92000 1.67697
62 C 3.69634 3.06292 -3.08344
63 C 4.27245 2.56609 -1.92416
64 C 3.79123 1.39910 -1.34966
65 C 2.72223 0.69982 -1.91142
66 C 2.16406 1.21398 -3.08555
67 C 2.63914 2.38002 -3.66655
68 Si 1.98461 -0.83072 -1.08215
69 C 1.78705 -2.18821 -2.38221
70 C 2.26064 -2.04358 -3.68840
71 C 2.13265 -3.06586 -4.61934
72 C 1.54224 -4.26553 -4.25744
73 C 1.08232 -4.43793 -2.95986
74 C 1.19814 -3.40997 -2.03619
75 C 3.19637 -1.43435 0.23773
76 C 3.93404 -2.60869 0.09730
77 C 4.80125 -3.03546 1.09429
78 C 4.95056 -2.29033 2.25376
79 C 4.22644 -1.11670 2.41381
80 C 3.35901 -0.69893 1.41655
81 H 4.06637 3.97824 -3.52784
82 H 5.09716 3.09213 -1.46047
83 H 4.25301 1.03360 -0.44121
84 H 1.33834 0.69539 -3.55804
85 H 2.18215 2.75499 -4.57462
86 H 2.74563 -1.12301 -3.98485
87 H 2.50314 -2.92614 -5.62746
88 H 1.44175 -5.06280 -4.98247
89 H 0.62421 -5.37423 -2.66729
90 H 0.83135 -3.54522 -1.03042
91 H 3.81525 -3.20820 -0.79701
92 H 5.35633 -3.95706 0.96912
93 H 5.62524 -2.62334 3.03259
94 H 4.33500 -0.52965 3.31741
95 H 2.80336 0.22510 1.55580

Cartesian forces (eV/Å) of the 2 atoms listed first:
-0.039 0.044 0.237
0.041 0.039 -0.013

Energy above the lowest of the compared OMol25 structures with the same formula, charge and spin ... 106.3 kJ/mol
Max |F| ... 0.486 eV/A
Charge ... -1
Highest occupied orbital energy ... -0.1510 Ha
LUMO ... 0.0742 hartree
Kohn-Sham gap ... 6.13 eV
Electronic energy ... -285818.54096 eV

Results of the Löwdin charge analysis, in e, for atoms 1 through 5: 0.56 0.79 -0.75 -0.23 -0.62

=====

[2]
ORCA calculation (the ωB97M-V functional and the def2-TZVPD basis) on a structure of composition C41H40N3O10P2Zn.

Geometry (Å):
1 Zn 0.34830 -0.11894 0.30953
2 O -0.88968 -1.42024 1.16394
3 C -2.10598 -1.19728 0.60232
4 C -2.79579 0.08903 1.18410
5 C -1.95125 1.29460 1.56512
6 C -2.60925 2.42721 2.03959
7 C -1.86174 3.50124 2.49074
8 C -0.48088 3.43270 2.45008
9 C 0.11623 2.30836 1.89901
10 C 1.59928 2.24087 1.64796
11 C 2.29420 0.92119 2.10175
12 O 1.85456 -0.17568 1.40745
13 C 3.82166 1.08451 1.88535
14 C 4.46897 0.17523 1.05019
15 C 5.83345 0.27810 0.80621
16 C 6.57046 1.28938 1.40356
17 C 5.94010 2.17801 2.26371
18 C 4.57796 2.07850 2.50257
19 C 2.12278 0.70239 3.61665
20 C 2.27349 -0.59707 4.09384
21 C 2.19517 -0.87135 5.44845
22 C 1.95636 0.15306 6.35600
23 C 1.78815 1.44628 5.88957
24 C 1.87453 1.72089 4.52990
25 N -0.62571 1.27590 1.49153
26 C -1.94936 -1.20415 -0.95973
27 C -1.11471 -2.38538 -1.39417
28 C -0.87984 -2.45829 -2.90148
29 C -1.25305 0.10857 -3.52450
30 C -2.66421 0.09789 -2.96442
31 C -2.95240 -0.52086 -1.82160
32 C -3.07188 -2.36545 0.96151
33 C -4.07166 -2.86592 0.13366
34 C -4.85154 -3.94489 0.53532
35 C -4.64143 -4.54376 1.76602
36 C -3.65104 -4.04555 2.60342
37 C -2.87966 -2.96704 2.20398
38 H -3.27001 -0.23510 2.11490
39 H -3.59331 0.43153 0.52033
40 H -3.69131 2.46270 2.04337
41 H -2.35363 4.39159 2.86298
42 H 0.12366 4.26975 2.77078
43 H 2.08802 3.12637 2.05261
44 H 1.72112 2.27282 0.56734
45 H 3.86185 -0.59932 0.60197
46 H 6.32006 -0.43797 0.15552
47 H 7.63231 1.37659 1.20933
48 H 6.51993 2.95042 2.75487
49 H 4.10310 2.77604 3.18230
50 H 2.43046 -1.37845 3.36247
51 H 2.31477 -1.88907 5.80076
52 H 1.90323 -0.05434 7.41796
53 H 1.58151 2.25122 6.58541
54 H 1.73296 2.74072 4.19611
55 H 0.24236 -3.87197 -0.71012
56 H 0.13517 -2.89525 -2.98151
57 H -1.27604 -0.07903 -4.59604
58 H -3.43578 0.60059 -3.53775
59 H -3.96393 -0.47678 -1.43797
60 H -4.24002 -2.45616 -0.85217
61 H -5.61591 -4.32647 -0.13156
62 H -5.23080 -5.40205 2.06502
63 H -3.46708 -4.51120 3.56439
64 H -2.07166 -2.58952 2.81806
65 C 1.76426 4.47393 -3.25617
66 C 1.26277 3.06658 -2.97805
67 O 0.72048 2.46072 -4.16613
68 P 2.63602 1.91259 -2.62047
69 O 3.74208 2.76101 -1.86142
70 O 3.30629 1.78718 -4.08165
71 O 2.33201 0.60579 -2.02421
72 P -0.05580 3.08236 -1.63900
73 O -1.29310 3.46762 -2.69026
74 O 0.11606 4.24593 -0.73615
75 O -0.35518 1.70926 -1.12893
76 H 2.61557 4.45377 -3.93794
77 H 2.05666 4.94427 -2.31914
78 H 0.95093 5.04876 -3.70194
79 H -0.22418 2.67236 -4.17535
80 H 4.13617 2.22589 -1.14483
81 H 2.59370 1.60436 -4.71629
82 H -1.60497 4.33030 -2.38494
83 N -3.20407 -4.03846 -5.45407
84 C -2.27107 -3.14828 -4.93653
85 O -1.94959 -2.16923 -5.60240
86 C -1.77775 -3.39946 -3.60694
87 C -1.97985 -4.57555 -2.82510
88 C -1.56520 -4.72937 -1.53892
89 C -0.84111 -3.69310 -0.71380
90 N -0.51657 -1.02208 -1.37163
91 C -0.61859 -0.99997 -2.80488
92 H -3.35893 -3.92728 -6.44264
93 H -3.21457 -4.98520 -5.11724
94 H -2.52024 -5.40643 -3.26941
95 H -1.77778 -5.66319 -1.03243
96 H -1.16165 -3.71443 0.32309
97 H -0.77837 1.04961 -3.28070

Cartesian forces (eV/Å) of the 2 atoms listed first:
-0.153 -0.109 -0.318
-0.289 -0.310 0.113

Max |F| ... 1.527 eV/A
Charge ... -1
Highest occupied orbital energy (spin up / spin down) ... -0.2020 / -0.1651 Ha
LUMO (spin up / spin down) ... 0.0886 / 0.0401 hartree
Kohn-Sham gap (spin up / spin down) ... 7.91 / 5.59 eV
Electronic energy ... -135112.72628 eV

Results of the Löwdin charge analysis, in e, for atoms 1 through 5: 0.75 -0.20 -0.48 -0.02 -0.21